# C33H40F6N6O3SSiZr

A structure of composition C33H40F6N6O3SSiZr at a distorted geometry (ωB97M-V/def2-TZVPD, OMol25).

Geometry as XYZ:
```
91
C33H40F6N6O3SSiZr, DFT ωB97M-V/def2-TZVPD
Zr -1.126 -0.691 2.530
C -0.815 2.517 2.122
C 0.577 1.924 2.185
N 0.586 0.862 3.211
C 0.792 1.311 4.606
C -0.465 1.784 5.319
S -1.862 0.689 4.972
C -3.068 1.823 4.230
C -3.109 1.827 2.694
N -1.817 1.423 2.098
H -1.005 3.138 2.995
H -0.931 3.154 1.244
H 0.829 1.461 1.229
H 1.318 2.698 2.387
H 1.377 0.257 3.013
H 1.209 0.457 5.140
H 1.543 2.102 4.628
H -0.285 1.773 6.392
H -0.740 2.802 5.052
H -4.041 1.530 4.619
H -2.852 2.807 4.640
H -3.867 1.138 2.340
H -3.375 2.827 2.346
H -2.001 1.231 1.076
C 4.918 1.457 -10.498
O 3.965 2.354 -9.925
C 3.387 2.008 -8.763
C 2.451 2.914 -8.255
C 1.806 2.649 -7.072
C 2.076 1.476 -6.359
C 3.007 0.583 -6.872
C 3.668 0.834 -8.066
C 1.362 1.231 -5.103
N 0.423 2.004 -4.593
C 0.065 1.394 -3.424
C 0.772 0.249 -3.208
N 1.605 0.144 -4.300
C 0.561 -0.601 -2.087
C 1.168 -1.861 -1.983
C 0.861 -2.663 -0.926
C 0.059 -2.140 0.080
N -0.495 -0.925 0.066
C -0.349 -0.183 -1.090
C -1.194 0.984 -1.370
N -2.248 1.237 -0.565
C -3.083 2.211 -0.869
C -2.938 3.032 -1.994
C -1.873 2.804 -2.819
C -0.988 1.752 -2.528
H 5.239 1.915 -11.427
H 4.461 0.489 -10.707
H 5.777 1.331 -9.837
H 2.253 3.820 -8.815
H 1.082 3.349 -6.676
H 3.243 -0.340 -6.352
H 4.389 0.123 -8.439
H 2.292 -0.565 -4.483
H 1.839 -2.209 -2.760
H 1.253 -3.665 -0.826
H -0.088 -2.748 0.954
H -3.922 2.355 -0.194
H -3.660 3.813 -2.195
H -1.702 3.389 -3.715
C -5.019 -2.337 3.440
C -3.520 -2.280 3.291
O -3.026 -0.995 3.031
C -3.028 -3.147 2.094
F -2.965 -2.361 0.993
F -3.729 -4.216 1.831
F -1.722 -3.498 2.311
C -2.826 -2.762 4.598
F -3.413 -2.258 5.671
F -2.782 -4.078 4.706
F -1.531 -2.289 4.609
H -5.493 -2.002 2.516
H -5.324 -1.684 4.253
H -5.348 -3.353 3.656
C 1.617 -2.913 5.211
Si 1.834 -2.505 3.429
C 3.234 -1.300 3.206
C 2.153 -3.993 2.394
O 0.427 -1.737 2.879
H 2.593 -3.121 5.665
H 0.990 -3.799 5.354
H 1.160 -2.088 5.765
H 4.182 -1.845 3.282
H 3.270 -0.518 3.975
H 3.227 -0.827 2.215
H 2.945 -4.588 2.862
H 2.502 -3.711 1.396
H 1.275 -4.640 2.295
```

Net charge ... +2
Multiplicity ... 1
ΔE to the lowest compared entry with this formula, charge and spin ... 42.3 kcal/mol
Orbital gap ... 6.026 eV
E_tot ... -3169.5159 Ha


# C33H40FN4O2PdS

A structure of composition C33H40FN4O2PdS (ωB97M-V/def2-TZVPD, OMol25).

Geometry as XYZ:
```
82
C33H40FN4O2PdS, DFT ωB97M-V/def2-TZVPD
Pd -0.428 -0.379 -0.007
C -0.209 1.811 2.085
C -0.229 0.494 2.838
N -0.959 -0.558 2.095
C -2.424 -0.592 2.267
C -3.172 0.522 1.535
S -2.598 0.739 -0.190
C -1.979 2.458 -0.249
C -0.455 2.555 -0.282
N 0.168 1.602 0.661
H 0.491 2.502 2.557
H -1.181 2.294 2.109
H -0.662 0.636 3.832
H 0.787 0.120 2.972
H -0.587 -1.456 2.413
H -2.680 -0.542 3.330
H -2.765 -1.562 1.903
H -3.110 1.483 2.040
H -4.228 0.263 1.478
H -2.423 2.990 0.590
H -2.393 2.908 -1.150
H -0.153 3.584 -0.061
H -0.094 2.295 -1.277
H 1.179 1.656 0.579
N 1.240 -1.821 -1.096
C 2.650 -1.775 -0.833
C 3.255 -0.534 -0.686
C 4.609 -0.454 -0.405
C 5.363 -1.615 -0.266
C 4.751 -2.851 -0.413
C 3.395 -2.937 -0.699
H 0.932 -2.752 -1.360
H 1.033 -1.207 -1.879
H 2.664 0.373 -0.784
H 5.076 0.514 -0.280
H 6.417 -1.557 -0.036
H 5.328 -3.759 -0.300
H 2.924 -3.907 -0.805
F -1.216 -4.577 6.101
C -0.452 -3.989 5.187
C 0.576 -3.150 5.607
C 1.363 -2.541 4.658
C 1.146 -2.754 3.271
C 1.911 -2.093 2.298
C 0.091 -3.631 2.897
C -0.703 -4.243 3.843
H 0.743 -3.006 6.665
H 2.177 -1.900 4.972
H 1.738 -2.284 1.253
H 2.746 -1.465 2.575
H -0.062 -3.855 1.846
H -1.491 -4.933 3.573
C 3.088 4.251 -5.107
O 2.086 3.203 -4.934
C 2.447 1.987 -4.617
C 3.760 1.575 -4.327
C 3.991 0.256 -4.061
C 2.940 -0.703 -4.092
C 1.650 -0.330 -4.339
C 1.364 1.021 -4.600
N 0.156 1.492 -5.006
C -1.053 0.874 -5.127
C -1.623 -0.177 -4.453
C -2.748 -0.796 -5.125
C -3.368 -1.878 -4.607
C -2.943 -2.379 -3.338
C -1.961 -1.779 -2.613
C -1.276 -0.624 -3.096
O -0.470 0.034 -2.379
H 2.520 5.130 -5.386
H 3.768 3.956 -5.903
H 3.607 4.406 -4.164
H 4.570 2.289 -4.338
H 4.996 -0.086 -3.849
H 3.188 -1.746 -3.949
H 0.868 -1.070 -4.417
H 0.209 2.397 -5.465
H -1.637 1.310 -5.932
H -3.044 -0.406 -6.090
H -4.172 -2.365 -5.137
H -3.443 -3.248 -2.929
H -1.702 -2.170 -1.633
```

Net charge ... +3
Multiplicity ... 5
Orbital gap (alpha / beta) ... 4.615 / 4.674 eV
E_tot ... -2275.9051 Ha


# C33H40FN6O10PSbScSe4

A structure of composition C33H40FN6O10PSbScSe4 (ωB97M-V/def2-TZVPD, OMol25).

Geometry as XYZ:
```
97
C33H40FN6O10PSbScSe4, DFT ωB97M-V/def2-TZVPD
Sc 0.513 -0.836 1.449
O 4.915 -1.636 0.246
C 3.694 -1.546 0.766
O 2.845 -0.785 0.388
C 3.445 -2.469 1.911
C 4.390 -3.354 2.406
C 4.046 -4.114 3.509
C 2.791 -3.950 4.074
C 1.915 -3.041 3.503
N 2.236 -2.322 2.433
C 0.542 -2.712 4.021
O 0.050 -3.405 5.043
O -0.093 -1.822 3.527
H 4.983 -0.975 -0.461
H 5.361 -3.427 1.939
H 4.750 -4.816 3.936
H 2.528 -4.524 4.953
H 0.654 -4.093 5.344
C 2.419 1.379 -5.954
C 1.077 1.434 -5.241
N 1.178 1.082 -3.825
C 0.796 -0.156 -3.417
C 0.731 -0.521 -2.107
C 0.351 -1.901 -1.621
O 0.049 -2.767 -2.435
O 0.390 -2.058 -0.339
C 1.043 0.490 -1.154
O 0.535 0.527 -0.017
C 1.906 1.535 -1.594
C 2.738 2.248 -0.717
C 3.223 3.444 -1.119
F 4.200 4.046 -0.411
C 2.576 4.125 -2.194
C 2.045 3.312 -3.194
C 1.760 1.962 -2.913
N 2.330 5.499 -2.106
C 2.525 5.974 -0.709
C 1.685 7.147 -0.280
N 0.289 6.862 -0.702
C 0.276 6.997 -2.177
C 1.066 5.851 -2.788
H 2.296 1.636 -7.006
H 2.841 0.375 -5.893
H 3.128 2.077 -5.509
H 0.371 0.739 -5.691
H 0.628 2.425 -5.321
H 0.490 -0.848 -4.192
H 2.947 1.867 0.277
H 1.685 3.753 -4.111
H 3.571 6.215 -0.541
H 2.248 5.178 -0.013
H 1.978 8.105 -0.711
H 1.727 7.169 0.809
H -0.375 7.489 -0.254
H 0.020 5.831 -0.424
H 0.687 7.978 -2.419
H -0.745 6.941 -2.548
H 1.250 6.093 -3.838
H 0.410 4.975 -2.753
Se -2.108 3.126 3.149
Sb 0.021 3.334 2.022
Se 1.225 1.159 2.855
Se -0.482 3.833 -0.402
Se 1.586 5.092 2.649
O -6.299 -5.800 3.688
C -6.270 -5.779 2.283
N -4.929 -5.814 1.741
C -4.147 -4.708 1.901
O -4.579 -3.687 2.416
C -2.745 -4.801 1.405
C -2.375 -5.565 0.306
C -1.058 -5.528 -0.118
C -0.163 -4.737 0.581
N -0.500 -4.014 1.649
C -1.769 -4.038 2.038
H -6.017 -4.926 3.986
H -6.752 -4.881 1.898
H -6.804 -6.659 1.933
H -4.472 -6.704 1.636
H -3.112 -6.144 -0.237
H -0.734 -6.065 -0.998
H 0.862 -4.649 0.245
H -2.041 -3.410 2.880
C -3.231 -1.639 -0.291
P -2.838 -0.309 0.853
C -2.833 1.198 -0.077
C -4.158 -0.217 2.051
O -1.527 -0.602 1.567
H -4.104 -1.371 -0.888
H -3.445 -2.546 0.274
H -2.380 -1.822 -0.949
H -3.836 1.416 -0.446
H -2.132 1.142 -0.911
H -2.529 2.006 0.593
H -5.103 0.015 1.560
H -3.897 0.586 2.745
H -4.239 -1.169 2.576
```

Net charge ... 0
Multiplicity ... 1
ΔE to the lowest compared entry with this formula, charge and spin ... 47.5 kcal/mol
Orbital gap ... 4.402 eV
E_tot ... -13410.7064 Ha


Q: Which of these has the lowest net charge?
A: C33H40FN6O10PSbScSe4


What did the second record say?
# C33H40FN4O2PdS

A structure of composition C33H40FN4O2PdS (ωB97M-V/def2-TZVPD, OMol25).

Geometry as XYZ:
```
82
C33H40FN4O2PdS, DFT ωB97M-V/def2-TZVPD
Pd -0.428 -0.379 -0.007
C -0.209 1.811 2.085
C -0.229 0.494 2.838
N -0.959 -0.558 2.095
C -2.424 -0.592 2.267
C -3.172 0.522 1.535
S -2.598 0.739 -0.190
C -1.979 2.458 -0.249
C -0.455 2.555 -0.282
N 0.168 1.602 0.661
H 0.491 2.502 2.557
H -1.181 2.294 2.109
H -0.662 0.636 3.832
H 0.787 0.120 2.972
H -0.587 -1.456 2.413
H -2.680 -0.542 3.330
H -2.765 -1.562 1.903
H -3.110 1.483 2.040
H -4.228 0.263 1.478
H -2.423 2.990 0.590
H -2.393 2.908 -1.150
H -0.153 3.584 -0.061
H -0.094 2.295 -1.277
H 1.179 1.656 0.579
N 1.240 -1.821 -1.096
C 2.650 -1.775 -0.833
C 3.255 -0.534 -0.686
C 4.609 -0.454 -0.405
C 5.363 -1.615 -0.266
C 4.751 -2.851 -0.413
C 3.395 -2.937 -0.699
H 0.932 -2.752 -1.360
H 1.033 -1.207 -1.879
H 2.664 0.373 -0.784
H 5.076 0.514 -0.280
H 6.417 -1.557 -0.036
H 5.328 -3.759 -0.300
H 2.924 -3.907 -0.805
F -1.216 -4.577 6.101
C -0.452 -3.989 5.187
C 0.576 -3.150 5.607
C 1.363 -2.541 4.658
C 1.146 -2.754 3.271
C 1.911 -2.093 2.298
C 0.091 -3.631 2.897
C -0.703 -4.243 3.843
H 0.743 -3.006 6.665
H 2.177 -1.900 4.972
H 1.738 -2.284 1.253
H 2.746 -1.465 2.575
H -0.062 -3.855 1.846
H -1.491 -4.933 3.573
C 3.088 4.251 -5.107
O 2.086 3.203 -4.934
C 2.447 1.987 -4.617
C 3.760 1.575 -4.327
C 3.991 0.256 -4.061
C 2.940 -0.703 -4.092
C 1.650 -0.330 -4.339
C 1.364 1.021 -4.600
N 0.156 1.492 -5.006
C -1.053 0.874 -5.127
C -1.623 -0.177 -4.453
C -2.748 -0.796 -5.125
C -3.368 -1.878 -4.607
C -2.943 -2.379 -3.338
C -1.961 -1.779 -2.613
C -1.276 -0.624 -3.096
O -0.470 0.034 -2.379
H 2.520 5.130 -5.386
H 3.768 3.956 -5.903
H 3.607 4.406 -4.164
H 4.570 2.289 -4.338
H 4.996 -0.086 -3.849
H 3.188 -1.746 -3.949
H 0.868 -1.070 -4.417
H 0.209 2.397 -5.465
H -1.637 1.310 -5.932
H -3.044 -0.406 -6.090
H -4.172 -2.365 -5.137
H -3.443 -3.248 -2.929
H -1.702 -2.170 -1.633
```

Net charge ... +3
Multiplicity ... 5
Orbital gap (alpha / beta) ... 4.615 / 4.674 eV
E_tot ... -2275.9051 Ha


Q: Number 3 is which compound?
A: C33H40FN6O10PSbScSe4